Record 1
20
Properties=species:S:1:pos:R:3:forces:R:3:lowdin_charge:R:1 method="wB97M-V/def2-TZVPD" e_above_lowest_ev=4.4359 homo_lumo_gap_ev=9.4 homo_ha=-0.3343 total_energy_ha=-1123.3453
C -0.569 -2.422 -0.697 2.4 -3.6 0.1 -0.25
C -1.565 -1.649 0.018 -1.7 4.2 0.1 -0.19
C 0.428 -1.265 -0.786 1.2 2.4 0.6 -0.14
C -0.580 -0.488 0.275 3.8 -0.1 -0.1 -0.37
C 1.812 2.284 -0.065 0.5 1.4 -0.9 -0.66
N -0.918 0.871 -0.122 1.5 0.0 2.5 0.03
O 0.799 1.604 2.385 0.2 0.1 0.3 -0.59
S 1.301 3.941 0.600 0.3 -0.6 0.0 0.51
S 1.925 2.343 1.804 -0.7 -0.4 -1.8 0.64
H -0.152 -3.332 0.000 -0.9 2.1 -1.9 0.16
H -0.882 -2.796 -1.664 0.0 -0.6 0.0 0.09
H -2.357 -1.147 -0.646 0.6 -1.3 1.0 0.14
H -1.889 -1.877 0.990 -1.3 -1.3 0.8 0.09
H 1.580 -1.498 -0.491 -2.8 0.8 -0.8 0.13
H 0.344 -0.499 -1.679 0.4 -2.2 1.1 0.12
H -0.038 -0.367 1.253 -1.0 -0.7 -0.6 0.12
H 0.957 1.817 -0.633 0.9 0.0 1.4 0.02
H 2.766 2.375 -0.671 -1.0 -0.3 1.1 0.05
H -1.237 1.345 0.738 0.5 0.0 -0.5 0.09
H -1.725 0.758 -0.607 -3.0 0.1 -2.4 0.02



Record 2
82
Properties=species:S:1:pos:R:3:forces:R:3:lowdin_charge:R:1 method="wB97M-V/def2-TZVPD" multiplicity=3 e_above_lowest_ev=6.2345 s2=2.010 homo_lumo_gap_ev="4.7 / 4.4" homo_ha="-0.0435 / -0.0435" total_charge=-2 total_energy_ha=-2869.8663
O -2.379 1.169 -0.801 4.0 4.2 -4.8 -0.10
C -1.659 1.858 -1.689 -2.4 -0.7 3.1 -0.15
O -1.291 3.278 -1.622 -1.4 -5.2 0.4 -0.13
C -1.817 3.946 -0.423 -1.9 2.2 1.2 -0.23
C -1.091 5.412 -0.321 -1.4 0.5 -1.2 -0.35
P 0.561 5.440 0.634 -2.7 -0.2 0.5 0.19
O 0.791 3.717 0.549 0.6 -0.4 -1.1 -0.39
Cl 1.539 5.678 -1.284 0.6 0.2 -2.0 0.20
C -0.297 5.360 2.361 -4.4 -0.9 6.8 -0.52
O 0.398 5.444 3.530 -1.8 -0.3 -5.7 -0.24
O -1.777 5.192 2.545 6.7 0.8 -1.9 -0.35
P 2.581 5.548 1.543 4.9 -0.4 -2.1 0.62
O 3.646 5.624 0.335 -2.4 -0.3 4.9 -0.58
O 2.976 4.038 2.385 -1.4 2.2 -0.2 -0.29
O 2.825 6.969 2.518 -1.3 -0.7 -1.1 -0.30
H -1.325 1.270 -2.667 -0.3 1.9 2.0 0.14
H -2.973 4.154 -0.639 2.3 -0.6 0.4 0.13
H -1.786 3.313 0.560 0.4 1.3 -2.1 0.12
H -1.778 6.258 0.161 1.2 -2.3 -0.7 0.09
H -0.864 5.805 -1.424 -0.7 -1.1 2.3 0.04
H 0.496 6.907 0.670 0.1 -0.2 0.2 -0.01
H 1.247 3.430 -0.298 -0.8 0.9 1.5 0.04
H 2.154 3.646 2.803 1.0 1.2 -0.7 0.05
H 2.078 7.643 2.393 1.2 -1.9 0.2 0.06
C -3.220 -0.487 2.989 0.0 -0.2 0.3 -0.04
C -1.946 -1.163 2.393 -0.8 2.1 -0.2 -0.46
C -2.288 -1.713 0.983 0.1 -0.3 0.1 -0.13
C -3.171 -2.959 1.030 0.0 0.1 0.1 -0.19
C -2.567 -4.035 1.926 0.3 0.3 -0.2 -0.14
C -2.180 -3.524 3.341 -0.9 -1.2 1.0 -0.48
N -1.424 -2.231 3.311 3.8 -1.7 -2.9 -0.02
O -0.106 -2.528 2.911 -3.4 0.8 1.5 -0.04
C -3.451 -3.353 4.212 -0.2 0.2 0.1 -0.05
C -1.396 -4.669 4.069 0.6 0.6 -0.3 -0.06
C -0.943 0.029 2.268 0.4 -0.6 0.0 -0.02
H -3.342 0.533 2.613 0.3 -0.2 -0.1 0.09
H -4.142 -1.001 2.727 -0.1 -0.2 0.1 0.05
H -3.157 -0.416 4.082 0.0 -0.1 -0.2 0.09
H -1.365 -1.957 0.440 -0.1 0.1 0.4 0.09
H -2.793 -0.940 0.388 0.3 0.1 0.3 0.11
H -4.179 -2.707 1.376 0.0 0.0 0.0 0.10
H -3.294 -3.357 0.016 0.0 0.0 0.1 0.11
H -3.271 -4.869 2.006 0.1 0.0 0.3 0.11
H -1.677 -4.436 1.422 0.1 0.1 0.2 0.12
H -3.201 -2.909 5.187 0.0 0.0 -0.3 0.09
H -3.926 -4.321 4.414 0.3 0.0 -0.1 0.08
H -4.224 -2.744 3.750 0.1 0.1 0.0 0.05
H -0.517 -5.001 3.504 -0.1 0.3 0.1 0.07
H -2.025 -5.554 4.203 -0.2 0.3 -0.1 0.07
H -1.062 -4.347 5.064 -0.1 0.0 -0.2 0.08
H -0.721 0.463 3.250 -0.1 -0.1 -0.1 0.10
H -1.355 0.826 1.636 -0.2 -0.3 0.2 0.08
H 0.007 -0.258 1.803 -0.2 -0.1 0.2 0.07
C 3.163 -1.426 -5.005 -0.3 -0.2 0.0 -0.05
C 2.973 -0.556 -3.724 1.3 0.2 -1.5 -0.47
C 3.955 -1.059 -2.631 -0.2 0.1 0.2 -0.13
C 3.534 -2.398 -2.026 0.0 0.0 -0.1 -0.19
C 2.097 -2.351 -1.519 0.2 0.5 0.0 -0.13
C 1.081 -1.826 -2.569 -1.3 -1.6 0.1 -0.47
N 1.544 -0.581 -3.262 0.5 2.7 4.0 -0.02
O 1.370 0.488 -2.360 0.2 -2.6 -2.7 0.00
C 0.791 -2.922 -3.626 0.1 -0.1 -0.2 -0.05
C -0.301 -1.642 -1.852 0.6 0.9 -0.1 -0.05
C 3.399 0.870 -4.202 -0.4 0.2 0.7 -0.04
H 4.013 -1.080 -5.599 -0.1 0.2 0.3 0.08
H 3.372 -2.471 -4.788 -0.1 -0.1 0.1 0.05
H 2.281 -1.374 -5.655 0.1 0.0 0.2 0.09
H 4.031 -0.317 -1.824 -0.2 0.0 -0.2 0.13
H 4.966 -1.157 -3.048 -0.2 0.1 -0.2 0.12
H 3.647 -3.205 -2.757 0.0 0.0 -0.1 0.10
H 4.205 -2.649 -1.197 -0.1 0.0 -0.1 0.11
H 1.806 -3.351 -1.180 -0.2 0.1 -0.1 0.12
H 2.073 -1.710 -0.627 -0.2 0.1 -0.2 0.13
H 0.141 -2.535 -4.424 0.2 0.0 0.2 0.09
H 0.271 -3.778 -3.177 0.1 0.3 0.1 0.08
H 1.684 -3.337 -4.087 0.1 0.1 -0.1 0.05
H -0.238 -0.978 -0.982 0.1 0.0 -0.4 0.07
H -0.682 -2.598 -1.481 0.3 -0.1 -0.3 0.08
H -1.051 -1.233 -2.542 0.2 0.0 0.1 0.09
H 2.745 1.227 -5.007 0.0 -0.1 0.2 0.09
H 4.427 0.867 -4.585 -0.2 -0.4 0.1 0.08
H 3.382 1.614 -3.398 -0.2 -0.2 -0.1 0.09



Record 3
143
Properties=species:S:1:pos:R:3:forces:R:3:lowdin_charge:R:1 method="wB97M-V/def2-TZVPD" e_above_lowest_ev=22.9408 homo_lumo_gap_ev=8.1 homo_ha=-0.3028 total_energy_ha=-6762.3393
O -30.600 2.311 -18.972 0.3 1.7 2.0 -0.31
S -30.630 3.216 -17.804 -0.8 -0.5 1.5 0.70
O -31.775 3.125 -16.871 2.4 0.4 -2.1 -0.30
O -29.295 3.109 -16.890 -5.0 1.3 0.7 -0.25
C -28.123 2.666 -17.433 0.3 1.0 1.1 -0.35
C -26.999 3.593 -16.990 -0.2 -0.3 -0.7 0.01
C -30.321 4.923 -18.340 -1.2 -0.5 -0.4 -0.10
H -28.211 2.610 -18.518 -0.1 0.4 0.2 0.13
H -27.972 1.654 -17.057 -1.4 1.8 1.1 0.10
H -26.967 3.880 -15.939 -0.2 -0.7 0.3 0.11
H -27.047 4.565 -17.482 -0.4 -0.9 -0.1 0.04
H -26.100 3.048 -17.276 -0.2 1.0 0.3 0.06
H -29.248 5.028 -18.503 -0.2 -0.1 -0.3 0.05
H -30.696 5.682 -17.654 0.2 -0.5 0.5 0.08
H -30.960 5.023 -19.218 0.5 0.1 -0.4 0.07
O -22.794 -0.433 -16.825 3.8 0.8 2.3 -0.35
S -22.037 0.251 -15.743 0.7 1.6 -0.2 0.77
O -21.543 -0.366 -14.485 -1.0 0.5 -3.2 -0.30
O -20.781 0.980 -16.469 -0.8 -1.3 2.3 -0.26
C -20.934 1.441 -17.819 2.4 -0.3 2.2 -0.31
C -20.232 2.798 -17.865 1.1 -0.7 0.2 -0.03
C -22.925 1.769 -15.247 1.4 -2.0 1.5 -0.07
H -21.951 1.486 -18.207 0.9 -0.7 2.5 0.05
H -20.356 0.683 -18.349 0.2 0.6 0.6 0.11
H -20.095 3.088 -18.907 -0.2 0.6 0.3 0.10
H -19.213 2.632 -17.516 0.1 0.0 0.0 0.07
H -20.699 3.550 -17.230 0.3 -0.3 -0.5 0.08
H -22.997 2.507 -16.047 0.4 -0.9 1.2 0.05
H -22.357 2.169 -14.407 -0.5 -0.7 -0.2 0.04
H -23.854 1.316 -14.900 -0.3 0.7 0.1 0.09
O -25.728 6.038 -21.898 -0.8 0.8 -0.9 -0.25
S -26.552 6.309 -20.771 -0.6 -1.5 3.3 0.77
O -26.497 5.317 -19.621 -3.0 2.5 -6.2 -0.35
O -26.122 7.729 -20.009 -1.3 -0.8 -1.7 -0.33
C -25.893 8.864 -20.824 1.1 1.5 -0.9 -0.23
C -25.254 10.064 -20.060 0.0 -0.6 0.1 -0.04
C -28.293 6.706 -21.216 1.3 -0.8 1.3 -0.06
H -26.794 9.238 -21.312 -0.4 -0.3 0.2 0.11
H -25.230 8.564 -21.635 0.2 0.0 0.1 0.12
H -25.977 10.812 -19.736 -0.2 -0.1 -0.1 0.08
H -24.530 10.560 -20.707 -0.1 0.0 -0.2 0.09
H -24.683 9.768 -19.180 -0.5 -0.3 -0.7 0.01
H -28.701 6.497 -20.227 -0.6 0.3 -0.1 0.04
H -28.655 5.948 -21.911 0.1 0.4 -0.2 0.08
H -28.388 7.758 -21.484 0.0 -0.3 -0.2 0.06
O -27.009 1.104 -18.082 1.1 -4.6 -3.6 -0.43
S -27.267 -0.113 -18.811 0.5 -2.3 -2.2 0.77
O -26.824 -0.207 -20.221 -1.0 0.3 2.9 -0.28
O -26.578 -1.281 -17.897 -2.4 0.6 -1.9 -0.25
C -25.173 -1.273 -17.665 0.3 -1.1 -0.1 -0.25
C -25.028 -1.083 -16.210 -0.8 -0.9 2.6 -0.11
C -29.067 -0.692 -18.640 2.2 0.2 1.4 -0.04
H -24.625 -0.582 -18.305 -0.5 -0.4 0.2 0.10
H -24.801 -2.272 -17.892 -0.1 0.0 -0.4 0.14
H -24.028 -1.386 -15.899 -1.0 0.2 0.3 0.08
H -25.729 -1.629 -15.580 -0.3 -0.9 -0.6 0.10
H -25.318 -0.074 -15.918 0.1 -1.1 0.6 0.06
H -29.058 -0.929 -17.576 -0.1 -0.2 0.1 0.06
H -29.155 -1.643 -19.164 -0.2 0.5 -0.4 0.07
H -29.792 0.117 -18.732 0.3 0.0 -0.9 0.04
O -23.625 7.802 -13.486 -2.1 -0.6 1.6 -0.30
S -24.571 6.836 -14.036 -1.6 -2.0 1.1 0.83
O -24.033 5.688 -14.814 -5.9 6.8 8.5 -0.39
O -25.425 6.254 -12.735 0.7 0.9 -1.5 -0.25
C -26.057 7.263 -11.889 1.1 -1.0 1.6 -0.24
C -25.884 6.739 -10.427 -1.4 -0.6 -0.2 -0.06
C -25.932 7.680 -14.992 0.6 0.7 1.8 -0.06
H -27.065 7.409 -12.277 -0.1 0.0 0.5 0.12
H -25.492 8.193 -11.825 0.0 0.1 -0.9 0.11
H -26.317 7.443 -9.717 0.5 0.4 0.0 0.07
H -24.870 6.433 -10.169 0.2 0.7 -0.3 0.08
H -26.445 5.838 -10.177 -0.3 -0.2 -0.6 0.07
H -26.215 8.467 -14.294 -0.1 0.2 -0.1 0.07
H -26.811 7.069 -15.199 0.5 -0.4 0.5 0.08
H -25.506 8.051 -15.924 -0.5 0.4 1.1 0.04
C -23.539 10.541 -17.339 0.5 0.6 0.1 -0.08
O -24.218 9.315 -17.234 -1.2 -1.3 0.2 -0.25
P -23.714 7.881 -17.720 1.9 0.1 1.7 0.56
O -23.528 7.729 -19.169 1.1 2.9 1.8 -0.21
O -22.300 7.789 -16.898 -0.2 0.6 -1.2 -0.19
C -22.212 7.782 -15.457 -3.1 1.4 -0.5 -0.17
O -24.719 6.847 -16.943 2.5 1.7 -3.0 -0.30
C -25.865 6.422 -17.660 -2.1 1.7 0.7 -0.12
H -23.588 10.988 -16.347 0.1 0.2 -0.2 0.10
H -24.037 11.159 -18.086 0.0 0.1 0.3 0.08
H -22.501 10.438 -17.656 0.1 -0.2 0.1 0.11
H -23.186 7.975 -15.006 1.1 1.0 -2.1 0.02
H -21.627 8.612 -15.061 0.2 -0.2 -0.5 0.12
H -22.032 6.805 -15.010 0.1 0.8 -1.0 0.05
H -25.965 5.435 -18.112 1.6 0.9 1.9 0.03
H -26.080 7.106 -18.482 0.4 -0.3 1.4 0.06
H -26.658 6.612 -16.937 -0.4 -0.5 -0.3 0.09
C -21.683 1.163 -19.853 1.7 -5.8 -4.5 -0.27
O -21.544 1.086 -21.273 1.3 -1.9 -2.9 -0.16
P -20.848 -0.202 -22.006 -0.2 -0.2 0.7 0.50
O -21.275 -1.539 -21.483 0.3 1.8 -0.7 -0.26
O -21.115 0.067 -23.582 0.5 -0.2 1.5 -0.22
C -22.354 -0.385 -24.117 -0.6 0.8 -0.9 -0.12
O -19.223 -0.041 -22.006 -2.7 0.6 -0.2 -0.22
C -18.424 0.335 -20.910 2.5 -0.6 -0.7 -0.11
H -21.415 0.228 -19.362 -0.1 -0.5 -1.5 0.10
H -22.721 1.434 -19.662 0.5 -3.5 -1.7 0.06
H -21.061 2.014 -19.575 0.4 -1.8 -1.4 0.07
H -22.745 -1.260 -23.598 0.1 0.1 -0.2 0.09
H -22.252 -0.502 -25.196 0.7 -0.9 0.1 0.08
H -23.063 0.441 -24.174 -0.3 0.1 1.0 0.08
H -17.756 1.124 -21.255 -0.5 0.7 0.2 0.09
H -17.697 -0.478 -20.900 0.0 -0.3 0.8 0.09
H -18.747 0.528 -19.888 -1.0 -0.1 -0.4 0.08
C -22.943 5.157 -16.267 1.3 0.1 -1.4 -0.22
O -22.435 4.351 -17.278 0.7 -1.2 -2.1 -0.16
P -23.349 3.495 -18.212 -1.6 1.8 0.3 0.68
O -22.534 2.679 -19.175 -6.6 11.6 3.8 -0.33
O -24.222 2.617 -17.103 2.0 5.5 -3.3 -0.27
C -24.557 1.355 -17.447 -1.7 -0.9 -1.7 -0.22
O -24.440 4.547 -18.819 1.6 -3.3 1.7 -0.22
C -24.030 5.484 -19.757 0.5 -0.2 -3.3 -0.17
H -23.974 5.008 -15.945 0.9 -2.6 -3.8 0.06
H -22.882 6.213 -16.530 0.3 -2.5 -0.3 0.05
H -22.345 5.036 -15.364 -0.9 -0.2 -2.6 0.03
H -25.502 1.418 -17.987 1.6 0.0 0.3 0.06
H -24.794 0.873 -16.499 1.1 0.9 -1.5 0.05
H -23.858 0.868 -18.127 0.3 0.3 0.7 0.09
H -24.453 5.320 -20.748 0.6 -1.3 0.5 0.06
H -22.965 5.470 -19.990 0.3 0.2 0.8 0.12
H -24.380 6.503 -19.590 0.2 -1.9 0.4 0.01
C -19.021 2.732 -14.812 1.0 1.0 0.8 -0.05
O -20.427 2.905 -14.526 -0.6 0.9 0.3 -0.25
P -21.088 4.272 -13.976 0.7 1.9 1.5 0.59
O -22.598 4.397 -13.869 4.8 -2.7 2.3 -0.23
O -20.314 4.651 -12.565 -0.2 0.2 -2.0 -0.25
C -20.213 3.600 -11.588 -1.0 0.8 -0.7 -0.07
O -20.415 5.411 -14.945 -0.7 -1.7 0.8 -0.23
C -20.120 6.746 -14.546 1.9 -0.1 0.1 -0.11
H -18.509 2.148 -14.047 -0.6 -0.3 0.2 0.10
H -18.547 3.711 -14.731 0.1 0.1 -0.4 0.09
H -18.781 2.281 -15.775 -0.8 0.1 0.3 0.07
H -19.527 3.927 -10.806 0.2 -0.3 -0.3 0.09
H -19.929 2.749 -12.206 0.1 -0.6 1.2 0.08
H -21.227 3.587 -11.190 0.1 -1.0 0.4 0.09
H -20.306 7.410 -15.390 1.2 -0.7 0.0 0.07
H -19.060 6.705 -14.295 -0.1 0.5 0.4 0.11
H -20.776 7.160 -13.781 0.5 -0.5 0.6 0.10



| no. | strongest force on any atom (eV/Å) |
| --- | --- |
| 1 | 4.48 |
| 2 | 8.17 |
| 3 | 13.87 |